15
Properties=species:S:1:pos:R:3:forces:R:3 method="wB97M-V/def2-TZVPD" gap_ev=9.11 smiles=C[C@]1(O)[C@H](O)[C@H]1S homo_ev=-8.742 total_energy_ha=-705.7356 de_lowest_ev=4.353
C 1.278 -1.340 -0.214 1.17 -2.80 -0.05
C 0.573 -0.072 -0.451 -0.68 1.13 2.81
C -0.919 0.057 -0.532 -2.08 1.55 -0.25
C -0.264 0.482 0.748 0.59 -1.05 -0.20
H 2.055 -1.227 0.687 -1.98 -0.41 -1.72
H 1.971 -1.630 -1.139 -1.80 0.43 1.80
H 0.411 -2.151 -0.019 2.54 1.44 -0.22
H 1.761 1.674 -0.242 -2.14 -3.79 -3.44
H -1.570 -0.806 -0.393 0.50 -0.09 -0.29
H -3.089 1.062 -1.263 0.12 -0.23 0.21
H -0.071 1.505 1.013 0.00 0.63 -0.69
H -1.206 0.409 2.474 3.47 -3.37 -2.00
O 1.325 0.911 -1.019 2.70 4.54 1.89
O -0.419 -0.255 1.956 -3.76 3.12 1.53
S -1.835 1.380 -1.609 1.37 -1.08 0.63



10
Properties=species:S:1:pos:R:3:forces:R:3 method="wB97M-V/def2-TZVPD" gap_ev=9.78 homo_ev=-9.690 total_energy_ha=-661.4618 de_lowest_ev=3.368
C 0.449 1.286 -0.149 -2.80 -0.04 6.57
C -0.213 -1.079 -0.463 1.26 -4.31 -1.81
H -0.923 -1.197 2.247 0.12 -1.36 -0.12
H 0.249 2.076 0.578 0.31 -0.30 0.46
H 0.723 0.645 -1.598 0.81 -0.63 -2.53
H 0.442 -1.147 -1.513 -1.52 1.27 2.37
N -0.004 -0.036 0.394 -0.48 0.77 -0.24
N 0.829 1.576 -1.247 1.17 -0.13 -3.62
O -0.735 -2.200 -0.260 0.55 3.36 0.51
S -0.816 0.074 2.012 0.59 1.38 -1.58



20
Properties=species:S:1:pos:R:3:forces:R:3 method="wB97M-V/def2-TZVPD" gap_ev=7.51 total_charge=-1 homo_ev=-4.717 total_energy_ha=-1396.4866 de_lowest_ev=1.434
C -0.714 -0.917 -0.482 -0.52 -1.17 -0.49
C -0.994 0.426 -0.675 1.20 -0.98 1.21
C 0.410 -1.335 0.194 -0.08 0.79 0.31
C -0.118 1.321 -0.112 -0.46 2.40 -2.51
C 1.239 -0.396 0.777 -0.07 -0.59 -0.87
C 1.057 0.935 0.478 -0.83 -0.58 1.60
C 3.908 0.836 -0.235 0.43 -0.19 2.57
N 3.392 0.973 -1.446 -0.72 0.21 -2.14
O 3.678 0.860 2.333 -0.70 2.48 -2.78
O 3.338 -0.052 -2.130 -0.22 -0.47 -1.34
O 3.009 2.058 -1.909 -0.33 0.78 0.63
O 1.832 1.882 1.075 0.17 1.83 -0.28
O 4.013 3.075 1.177 -1.33 -0.73 -0.03
S 3.419 1.758 1.143 2.83 -2.24 2.70
I 4.590 -1.071 0.104 0.72 -0.69 0.58
H -1.285 -1.774 -0.798 -0.75 0.32 -0.66
H -1.740 0.925 -1.219 -1.39 -0.42 -0.75
H 0.623 -2.387 0.273 0.01 -0.15 0.23
H -0.379 2.335 -0.537 1.11 -0.63 1.44
H 2.034 -0.744 1.372 0.96 0.00 0.61



67
Properties=species:S:1:pos:R:3:forces:R:3 method="wB97M-V/def2-TZVPD" gap_ev=3.12 homo_ev=-5.478 total_energy_ha=-2482.5575 de_lowest_ev=0.067
C -5.988 3.710 -2.137 0.10 0.02 0.68
O -5.472 3.465 -0.815 -1.18 -0.20 -0.77
C -4.345 2.718 -0.756 0.88 0.13 -0.43
C -3.605 2.416 -1.951 -0.25 0.39 1.05
C -2.286 2.025 -1.774 -0.39 0.04 0.15
C -1.791 1.960 -0.477 0.48 -1.08 0.18
C -0.379 1.590 -0.225 0.97 0.37 0.34
C 0.673 2.393 -0.913 1.81 1.38 -0.83
S 2.333 1.917 -0.895 -3.80 0.77 -1.03
O 3.166 2.566 0.101 0.61 -0.45 0.10
O 2.232 0.457 -0.919 1.21 -0.40 0.39
C 2.924 2.488 -2.497 0.47 -0.57 0.14
C 2.953 4.014 -2.616 0.49 0.21 -0.30
C 1.868 4.730 -1.834 -0.86 0.37 0.03
S 0.310 3.815 -1.822 0.62 -1.95 1.92
O 0.010 3.400 -3.186 -0.08 1.17 -0.55
O -0.653 4.593 -1.063 -0.24 0.58 -0.78
C -2.591 1.950 0.655 -0.04 0.75 -0.18
C -3.878 2.416 0.557 -0.83 0.17 -1.47
H -6.985 4.114 -1.985 -0.02 0.03 -0.02
H -5.362 4.465 -2.630 -0.11 -0.28 -0.11
H -6.058 2.784 -2.736 0.07 0.41 0.28
H -3.953 2.633 -2.978 0.03 -0.22 0.98
H -1.634 1.829 -2.637 -0.30 0.27 0.56
H -0.182 1.677 0.860 -0.30 -0.70 -0.24
H 3.932 2.058 -2.530 -0.03 0.16 -0.22
H 2.311 2.018 -3.278 0.06 0.14 0.45
H 3.924 4.388 -2.258 -0.27 -0.11 -0.15
H 2.863 4.284 -3.680 0.08 -0.18 0.35
H 2.140 4.920 -0.786 -0.20 -0.19 -0.37
H 1.558 5.680 -2.299 0.31 -0.21 0.11
H -2.133 1.697 1.612 -0.19 0.24 -0.17
H -4.486 2.645 1.431 -0.03 -0.11 -0.35
C -2.789 -3.014 1.932 -0.47 -0.05 0.12
C -1.634 -3.488 1.061 -0.32 0.03 0.05
C -1.527 -5.024 1.054 -0.21 -0.03 0.15
C -1.836 -2.948 -0.355 -0.39 0.08 -0.21
N -0.339 -2.993 1.593 1.28 -2.35 0.00
P 1.049 -3.512 0.739 -0.70 3.54 0.02
H -0.370 0.581 -0.597 0.78 -1.02 0.30
N 1.937 -2.506 1.785 0.12 -2.80 0.35
C 3.417 -2.438 1.541 0.25 0.12 -0.47
C 4.085 -1.500 2.522 0.40 0.10 0.15
C 3.655 -1.895 0.121 0.04 0.12 -0.15
C 3.931 -3.884 1.659 0.24 0.05 0.17
C 1.328 -2.467 3.032 -0.67 1.07 -0.71
C -0.025 -2.725 2.909 0.48 0.89 -0.29
H -2.930 -1.918 1.925 0.32 -0.46 0.02
H -3.706 -3.444 1.505 0.19 0.10 0.20
H -2.705 -3.380 2.965 -0.09 0.12 -0.27
H -0.659 -5.341 0.447 -0.54 -0.03 0.14
H -1.378 -5.378 2.088 -0.07 0.00 -0.38
H -2.447 -5.467 0.643 0.38 0.07 0.13
H -1.005 -3.140 -1.037 0.04 -0.08 0.14
H -2.723 -3.434 -0.774 0.12 0.00 0.01
H -2.043 -1.875 -0.366 0.20 -0.03 0.14
H 3.937 -1.788 3.562 0.04 -0.03 0.08
H 5.157 -1.557 2.323 -0.03 0.01 0.09
H 3.806 -0.451 2.384 -0.22 -0.21 -0.05
H 3.082 -2.435 -0.647 0.11 -0.05 0.20
H 3.361 -0.836 0.013 0.08 -0.47 0.15
H 4.721 -1.995 -0.145 -0.35 -0.01 0.23
H 3.364 -4.519 0.959 0.41 0.06 0.18
H 5.006 -3.943 1.403 -0.59 0.01 0.20
H 3.761 -4.255 2.684 0.16 0.00 -0.34
H 1.920 -2.157 3.884 -0.47 0.06 -0.06
H -0.819 -2.688 3.647 0.39 0.21 -0.04



73
Properties=species:S:1:pos:R:3:forces:R:3 method="wB97M-V/def2-TZVPD" gap_ev="6.84 / 3.44" s_squared=6.024 total_charge=+2 homo_ev="-13.238 / -13.268" total_energy_ha=-2540.8125 de_lowest_ev=3.116 spin_multiplicity=5
Os 2.375 2.873 -4.124 1.78 -1.16 1.38
C -0.097 -0.820 -1.831 -0.06 0.22 -0.07
C -0.163 -1.271 -3.080 0.68 1.25 -0.42
C -1.391 -1.581 -3.864 -0.21 -0.63 -0.31
C -2.219 -0.510 -4.617 -0.02 -0.43 -0.46
C -2.219 0.896 -4.109 0.09 0.99 0.21
C -2.210 1.325 -2.837 -0.09 0.30 -0.57
C -2.400 0.470 -1.626 -0.30 -0.43 0.88
C -1.216 -0.311 -0.970 -0.17 -0.09 0.10
C 0.949 2.958 -2.793 -2.45 -0.18 1.77
H 0.861 -0.830 -1.325 0.27 0.22 -0.17
H 0.777 -1.333 -3.653 -0.20 -0.56 0.51
H -2.062 -2.135 -3.206 0.02 -0.06 -0.07
H -1.027 -2.283 -4.635 -0.55 -0.04 0.28
H -1.842 -0.456 -5.657 -0.26 -0.10 0.33
H -3.251 -0.937 -4.687 0.62 0.56 -0.06
H -2.259 1.658 -4.911 0.07 -0.29 0.54
H -2.252 2.411 -2.637 0.13 -0.56 -0.36
H -3.207 -0.258 -1.819 0.22 0.30 -0.05
H -2.770 1.137 -0.820 -0.03 -0.48 -0.44
H -0.757 0.344 -0.205 -0.26 -0.49 -0.20
H -1.670 -1.186 -0.470 0.21 0.48 0.22
H 0.769 2.035 -2.213 -0.01 0.59 -0.10
H -0.039 3.365 -3.091 0.75 -0.21 0.34
H 1.507 3.697 -2.162 -0.31 -0.13 0.02
P 0.926 3.641 -5.524 -4.01 4.62 -5.17
P 1.876 0.080 -6.276 -1.95 -2.09 -3.55
N -0.818 4.143 -5.723 0.83 -0.66 1.40
N 1.629 5.111 -6.133 -0.07 -1.47 0.88
N 0.782 -0.326 -7.786 0.82 0.22 1.26
N 3.289 -0.728 -7.088 1.11 0.08 0.12
C 1.010 2.558 -7.012 -0.77 0.92 0.65
C 2.290 1.754 -6.844 0.58 0.03 -0.27
C -1.581 4.855 -4.785 -0.97 0.58 -0.43
C -2.675 5.448 -5.424 1.34 -0.66 0.15
C -2.578 5.099 -6.812 0.98 -0.60 0.15
C -1.458 4.295 -6.961 -0.28 0.04 -0.28
C 2.462 5.897 -5.337 0.39 0.89 -1.67
C 2.884 6.938 -6.164 -0.35 -0.98 1.31
C 2.286 6.771 -7.433 -0.30 -0.57 -0.03
C 1.528 5.631 -7.403 0.50 0.25 0.38
C -0.024 -1.451 -7.962 -0.52 -0.23 -0.30
C -0.713 -1.355 -9.171 0.89 0.28 1.00
C -0.315 -0.125 -9.776 0.98 -0.20 1.25
C 0.617 0.448 -8.932 -0.09 0.45 -0.56
C 3.355 -1.638 -8.155 -0.82 1.41 1.61
C 4.620 -1.571 -8.727 2.33 1.71 0.90
C 5.372 -0.616 -7.963 -0.14 -1.88 -2.16
C 4.552 -0.143 -6.957 -2.08 -0.91 -0.08
H 1.039 3.170 -7.935 0.00 -0.40 0.70
H 0.049 2.005 -7.025 0.72 -0.10 -0.06
H 2.858 1.715 -7.793 0.01 0.16 0.66
H 2.934 2.224 -6.001 -0.15 -0.54 -1.63
H -1.324 4.854 -3.731 0.02 0.14 -0.27
H -3.451 6.071 -4.979 0.40 -0.33 -0.02
H -3.227 5.410 -7.632 0.17 -0.24 0.43
H -1.096 3.744 -7.829 -0.24 0.47 0.26
H 2.708 5.598 -4.322 -0.16 0.39 -0.17
H 3.535 7.722 -5.855 0.29 0.41 0.06
H 2.395 7.398 -8.288 0.12 0.35 -0.30
H 0.980 5.089 -8.151 -0.17 0.42 -0.15
H -0.011 -2.256 -7.234 -0.17 0.22 -0.05
H -1.392 -2.082 -9.590 0.04 0.01 0.18
H -0.630 0.295 -10.706 -0.12 0.04 -0.32
H 1.162 1.379 -9.076 -0.27 -0.46 -0.05
H 2.514 -2.253 -8.417 -0.27 -0.01 -0.09
H 4.961 -2.118 -9.592 0.00 -0.06 0.10
H 6.384 -0.298 -8.140 0.15 -0.11 -0.01
H 4.738 0.562 -6.168 0.21 0.16 0.11
Cl 4.502 1.801 -3.063 0.41 0.08 -0.24
C 2.833 1.171 -3.098 -0.10 -2.07 1.56
H 2.760 0.142 -3.535 0.29 1.01 0.02
H 2.438 1.076 -2.065 0.51 0.18 -0.58



46
Properties=species:S:1:pos:R:3:forces:R:3 method="wB97M-V/def2-TZVPD" gap_ev=8.67 smiles=COc1ccc(-c2[nH]ncc2CNCCc2ncccc2C)cc1F homo_ev=-7.932 total_energy_ha=-1130.7283
C 5.490 0.014 0.284 0.44 -0.09 -0.15
H 6.248 0.699 0.661 -0.03 -0.05 -0.03
H 5.468 0.063 -0.807 0.00 0.00 0.10
H 5.736 -1.004 0.596 -0.02 0.09 -0.03
O 4.274 0.454 0.852 -0.33 -0.01 0.05
C 3.122 -0.214 0.594 -0.19 0.06 0.06
C 2.937 -1.323 -0.230 0.07 -0.06 -0.14
C 1.697 -1.904 -0.409 -0.06 0.18 0.19
C 0.570 -1.392 0.228 0.56 0.16 0.06
C 0.739 -0.279 1.055 0.07 -0.24 0.02
C 1.981 0.284 1.232 0.31 -0.19 -0.12
H 2.113 1.143 1.869 0.02 0.13 0.09
H -0.129 0.155 1.525 -0.04 0.09 0.02
C -0.736 -1.989 0.030 -0.67 -0.21 0.16
C -1.923 -1.925 0.758 0.32 -0.09 -0.04
C -2.815 -2.743 0.047 0.42 0.06 -0.09
N -2.247 -3.266 -1.021 -0.54 -0.55 -0.50
N -1.001 -2.814 -1.016 0.28 0.31 0.29
H -0.384 -3.050 -1.776 -0.13 0.03 0.08
H -3.838 -2.964 0.282 -0.24 -0.05 0.03
C -2.249 -1.169 2.005 0.09 -0.04 -0.01
N -2.241 0.269 1.754 -0.11 0.23 0.31
H -2.335 0.772 2.631 0.00 -0.07 -0.09
C -3.246 0.720 0.804 -0.09 0.36 -0.09
C -2.728 1.932 0.019 -0.16 -0.31 0.09
C -1.588 1.515 -0.870 0.26 0.24 0.08
N -1.897 0.579 -1.757 -0.46 -0.11 0.03
C -0.967 0.117 -2.570 0.23 -0.09 -0.24
C 0.341 0.568 -2.550 -0.02 0.08 0.04
C 0.666 1.557 -1.639 -0.15 -0.01 -0.08
C -0.300 2.054 -0.773 0.01 -0.07 -0.25
C 0.051 3.127 0.211 -0.06 -0.05 -0.05
H 1.111 3.360 0.150 0.06 0.04 0.03
H -0.174 2.804 1.226 -0.01 0.04 0.16
H -0.514 4.036 0.008 -0.01 0.09 0.09
H 1.675 1.944 -1.592 0.09 0.03 0.03
H 1.081 0.167 -3.226 0.05 -0.05 -0.07
H -1.296 -0.645 -3.266 0.06 -0.08 -0.10
H -2.427 2.720 0.707 -0.05 0.09 0.03
H -3.541 2.303 -0.609 0.01 0.12 -0.01
H -3.428 -0.083 0.088 -0.06 0.09 0.04
H -4.200 0.974 1.292 0.06 -0.10 -0.06
H -3.224 -1.525 2.379 0.17 -0.01 0.00
H -1.494 -1.372 2.773 -0.11 -0.01 0.02
H 1.649 -2.774 -1.044 0.05 -0.11 -0.06
F 3.974 -1.894 -0.903 -0.09 0.13 0.12



13
Properties=species:S:1:pos:R:3:forces:R:3 method="wB97M-V/def2-TZVPD" gap_ev=10.74 smiles="C=CC(F)C=C" homo_ev=-9.574 total_energy_ha=-294.5180 de_lowest_ev=0.969
C -0.027 0.441 0.474 0.43 -1.01 0.84
C -1.157 0.023 -0.392 -1.73 0.40 -0.37
C -2.335 -0.529 -0.079 0.95 0.13 1.44
C 0.895 -0.730 0.449 1.32 -2.16 -0.32
C 1.982 -0.850 -0.342 -1.08 0.60 0.74
H -0.292 0.694 1.500 -0.30 0.01 0.04
H -0.951 0.287 -1.415 0.04 -0.06 -0.44
H -3.097 -0.742 -0.810 0.06 -0.10 -0.17
H -2.556 -0.800 0.982 0.07 0.30 -0.97
H 0.548 -1.642 1.002 0.14 1.03 -0.50
H 2.306 0.060 -0.840 0.18 -0.34 -0.24
H 2.514 -1.793 -0.504 -0.17 0.51 0.31
F 0.597 1.534 -0.064 0.11 0.70 -0.38



17
Properties=species:S:1:pos:R:3:forces:R:3 method="wB97M-V/def2-TZVPD" gap_ev=8.01 smiles="C=C(O)/C=C/C.O" homo_ev=-8.061 total_energy_ha=-346.8870 de_lowest_ev=3.767
C 2.365 0.036 -0.574 0.46 -0.02 -0.25
C -1.958 -2.198 0.530 -0.04 -0.23 0.72
C -1.025 -1.224 0.641 -2.78 -0.10 -0.80
O -1.238 -0.357 1.689 1.56 0.37 -0.47
C 0.049 -1.022 -0.300 0.36 0.34 -1.06
C 0.896 0.042 -0.363 -0.93 0.21 -0.16
H 2.794 -0.971 -0.659 -0.24 0.24 -0.50
H 2.808 0.402 0.353 -0.12 0.04 0.34
H 2.760 0.762 -1.295 -0.23 -0.41 -0.33
H -2.539 -2.466 1.411 -0.10 0.58 -0.06
H -2.284 -2.775 -0.325 1.01 -0.02 -0.28
H -0.515 0.297 1.613 -0.28 -0.27 0.47
H 0.066 -1.750 -1.114 0.96 -0.83 0.92
H 0.413 1.027 -0.347 0.40 0.08 1.47
H -0.804 3.747 0.280 0.00 0.04 0.18
H -0.846 2.758 -0.876 -0.08 -0.02 -0.05
O -0.944 3.691 -0.666 0.04 0.00 -0.14